# 1
A structure of composition C28H30F6N6O4S3SiTa, computed with the ωB97M-V functional and the def2-TZVPD basis.

```
! wB97M-V def2-TZVPD RIJCOSX def2/J DEFGRID3
* xyz 3 1
Ta 0.56 -0.44 0.35
C 1.16 -1.17 3.61
N 0.62 -0.06 2.78
C 1.42 1.13 3.13
C 1.21 2.22 2.16
C 1.28 3.54 2.55
C 1.25 4.54 1.59
C 1.17 4.16 0.27
C 1.06 2.82 -0.05
N 1.04 1.82 0.87
C -0.79 0.09 3.17
C -1.46 -1.17 2.68
C -2.46 -1.80 3.38
C -3.04 -2.95 2.86
C -2.57 -3.44 1.65
C -1.54 -2.77 1.01
N -0.98 -1.65 1.51
C 2.27 -1.83 2.89
C 3.32 -2.42 3.57
C 4.21 -3.21 2.87
C 4.00 -3.38 1.51
C 2.96 -2.72 0.91
N 2.09 -1.91 1.56
H 1.46 -0.79 4.59
H 0.39 -1.91 3.78
H 1.22 1.44 4.16
H 2.48 0.83 3.09
H 1.40 3.77 3.60
H 1.32 5.58 1.88
H 1.18 4.88 -0.53
H 1.00 2.53 -1.08
H -0.89 0.18 4.26
H -1.20 0.99 2.73
H -2.79 -1.40 4.33
H -3.83 -3.46 3.39
H -2.98 -4.33 1.21
H -1.16 -3.14 0.08
H 3.40 -2.29 4.64
H 5.04 -3.70 3.38
H 4.64 -4.02 0.92
H 2.81 -2.86 -0.14
C -1.69 3.98 -3.49
Si -2.51 2.32 -3.61
C -4.28 2.43 -4.14
C -1.55 1.14 -4.68
C -2.57 1.65 -1.79
C -3.73 1.84 -1.03
C -3.83 1.36 0.26
C -2.76 0.71 0.83
N -1.59 0.56 0.17
C -1.56 1.00 -1.10
S -0.01 0.57 -1.77
H -1.73 4.49 -4.45
H -0.64 3.91 -3.21
H -2.20 4.62 -2.76
H -4.33 2.47 -5.23
H -4.78 3.32 -3.77
H -4.87 1.56 -3.83
H -1.74 1.43 -5.72
H -1.89 0.11 -4.56
H -0.47 1.17 -4.53
H -4.58 2.35 -1.48
H -4.74 1.48 0.84
H -2.86 0.32 1.82
F -1.32 -2.04 -2.73
C -0.37 -2.89 -3.10
F -0.75 -4.12 -2.86
F -0.04 -2.71 -4.35
S 1.17 -2.62 -2.05
O 0.61 -2.20 -0.66
O 1.86 -3.85 -1.97
N 1.90 -1.42 -2.72
S 2.83 -0.38 -2.00
O 2.48 -0.38 -0.51
O 2.85 0.88 -2.63
C 4.57 -1.08 -2.07
F 4.62 -2.23 -1.42
F 4.84 -1.25 -3.34
F 5.37 -0.20 -1.52
*
```

As for the highest occupied orbital energy: -16.959 eV. The value obtained for the frontier orbital gap is 6.42 eV. For the calculated total energy, the calculation gives -104871.47780 eV.


# 2
A structure of composition C15H16BeNO4Si, computed with the ωB97M-V functional and the def2-TZVPD basis.

```
! wB97M-V def2-TZVPD RIJCOSX def2/J DEFGRID3
* xyz 1 1
Be 1.39 -0.11 -1.44
O 0.31 3.14 -0.05
C 0.84 1.95 -0.30
O 0.84 1.46 -1.48
C 1.42 1.14 0.72
C 1.84 1.31 2.03
C 2.57 0.28 2.63
C 2.97 -0.86 1.91
C 2.55 -0.98 0.60
N 1.71 -0.03 0.11
C 2.84 -1.81 -0.54
O 3.52 -2.95 -0.51
O 2.35 -1.42 -1.64
H -0.01 3.57 -0.86
H 1.64 2.22 2.57
H 2.89 0.38 3.65
H 3.60 -1.59 2.38
H 3.88 -3.16 0.36
C -1.39 -2.76 -1.53
Si -1.08 -0.89 -1.68
C -1.60 -0.21 -3.38
C -1.67 0.11 -0.18
C -2.37 1.31 -0.35
C -2.79 2.05 0.74
C -2.49 1.62 2.02
C -1.77 0.45 2.21
C -1.37 -0.30 1.12
H -2.46 -2.96 -1.58
H -1.02 -3.18 -0.60
H -0.91 -3.30 -2.35
H -2.68 -0.18 -3.48
H -1.22 -0.85 -4.17
H -1.22 0.80 -3.55
H -2.59 1.65 -1.35
H -3.35 2.96 0.58
H -2.82 2.20 2.87
H -1.53 0.12 3.21
H -0.81 -1.21 1.29
*
```

As for the highest occupied orbital energy (alpha / beta): -10.247 / -10.566 eV. The value obtained for the frontier orbital gap (alpha / beta) is 5.67 / 6.25 eV. For the calculated total energy, the calculation gives -33769.97817 eV.